# 1
Formula: C2Br6
Source: OMol25
Level of theory: the ωB97M-V functional and the def2-TZVPD basis

Electronic energy = -15520.1607 a.u.
ΔE to the lowest compared entry with this formula, charge and spin = 49.5 kcal per mole
LUMO (alpha / beta) = -0.9 / -1.0 eV
Largest force on an atom = 1.4 eV/Å
HOMO level (alpha / beta) = -8.5 / -8.4 eV
Gap between HOMO and LUMO (alpha / beta) = 7.592 / 7.443 eV

XYZ file:
```
8
Properties=species:S:1:pos:R:3:forces:R:3:nbo_charge:R:1
C -1.450 -0.069 -0.095 0.3490 0.5560 -0.6746 -0.478
C 1.487 0.045 0.087 -0.5097 0.3999 0.7082 -0.483
Br -1.716 -1.908 -0.115 -0.1000 -0.0356 -0.1845 0.173
Br -1.631 0.875 -1.782 -0.2022 -0.6476 1.2182 0.130
Br -1.964 0.791 1.486 -0.0493 0.1058 -0.3841 0.170
Br 1.874 -1.776 -0.113 0.1177 0.5225 -0.0055 0.177
Br 1.785 1.244 -1.320 0.2788 -0.3812 0.2596 0.176
Br 1.616 0.798 1.853 0.1157 -0.5197 -0.9374 0.134
```
Positions in Å, forces in eV/Å.


# 2
Formula: C2BrF3O
Source: OMol25
Level of theory: the ωB97M-V functional and the def2-TZVPD basis

Electronic energy = -3024.8933 a.u.
ΔE to the lowest compared entry with this formula, charge and spin = 81.8 kcal per mole
LUMO (alpha / beta) = -1.2 / -0.5 eV
Largest force on an atom = 3.0 eV/Å
HOMO level (alpha / beta) = -8.1 / -9.0 eV
Gap between HOMO and LUMO (alpha / beta) = 6.977 / 8.511 eV

XYZ file:
```
7
Properties=species:S:1:pos:R:3:forces:R:3:nbo_charge:R:1
C 1.311 -0.426 -0.444 -0.0050 -2.4333 -0.8270 0.640
C -1.103 0.508 0.102 1.6427 -0.1208 -0.5618 0.625
O -0.068 -0.220 -0.051 -0.8857 2.4573 1.4379 -0.461
F 2.197 0.369 0.072 0.1497 1.7126 0.6809 -0.319
F 1.538 -1.619 0.234 -0.1472 0.4302 -0.6601 -0.372
F -1.262 1.841 0.025 1.2225 -1.5345 -0.0006 -0.276
Br -2.614 -0.453 0.062 -1.9770 -0.5115 -0.0693 0.164
```
Positions in Å, forces in eV/Å.


# 3
Formula: C2BrF3S
Source: OMol25
Level of theory: the ωB97M-V functional and the def2-TZVPD basis

Electronic energy = -3347.9113 a.u.
ΔE to the lowest compared entry with this formula, charge and spin = 39.5 kcal per mole
LUMO = -0.3 eV
Largest force on an atom = 4.4 eV/Å
HOMO level = -9.5 eV
Gap between HOMO and LUMO = 9.283 eV

XYZ file:
```
7
Properties=species:S:1:pos:R:3:forces:R:3:nbo_charge:R:1
C 1.027 -0.663 0.001 -3.4887 1.0862 2.4357 0.142
C -0.744 0.527 0.021 3.1628 -2.1219 1.0658 0.597
F 1.138 -1.414 1.125 -0.7795 0.8483 -1.0227 -0.323
F -0.453 1.542 -0.747 0.1683 0.2993 -0.0985 -0.306
F -0.844 0.929 1.303 -0.2586 -0.2975 -0.9755 -0.323
S 2.127 -0.511 -1.056 1.2391 0.2576 -1.6294 0.136
Br -2.250 -0.410 -0.646 -0.0433 -0.0720 0.2245 0.077
```
Positions in Å, forces in eV/Å.


# 4
Formula: C2BrF5N2
Source: OMol25
Level of theory: the ωB97M-V functional and the def2-TZVPD basis

Electronic energy = -3258.8219 a.u.
ΔE to the lowest compared entry with this formula, charge and spin = 11.1 kcal per mole
LUMO = -0.4 eV
Largest force on an atom = 2.0 eV/Å
HOMO level = -11.2 eV
Gap between HOMO and LUMO = 10.825 eV
SMILES string = F/N=C(\N(F)F)C(F)(F)Br

XYZ file:
```
10
Properties=species:S:1:pos:R:3:forces:R:3:nbo_charge:R:1
F 0.441 2.312 0.780 -1.0011 0.5543 0.0515 -0.188
N 0.916 1.109 0.444 1.9991 -0.4148 0.0419 0.028
C 0.138 0.221 0.029 -0.5509 0.8259 -0.2116 0.165
N -1.303 0.322 0.066 -0.6558 0.1748 0.6355 0.301
F -1.963 -0.563 -0.743 0.6479 -0.1250 -0.1908 -0.187
F -1.738 1.546 -0.411 0.6878 -0.3939 -0.0154 -0.191
C 0.815 -1.101 -0.244 0.4524 -0.9987 -0.5724 0.646
F 2.014 -1.345 0.331 -0.4610 1.3664 -0.7189 -0.292
F 0.043 -2.026 0.274 -1.2916 -1.2077 0.3392 -0.305
Br 0.908 -1.395 -2.196 0.1732 0.2187 0.6410 0.022
```
Positions in Å, forces in eV/Å.


# 5
Formula: C2BrFNO4
Source: OMol25
Level of theory: the ωB97M-V functional and the def2-TZVPD basis

Electronic energy = -3105.7177 a.u.
ΔE to the lowest compared entry with this formula, charge and spin = 37.6 kcal per mole
Charge = -1
LUMO (alpha / beta) = 0.9 / 0.9 eV
Largest force on an atom = 3.2 eV/Å
HOMO level (alpha / beta) = -4.1 / -4.1 eV
Gap between HOMO and LUMO (alpha / beta) = 5.037 / 5.033 eV

XYZ file:
```
9
Properties=species:S:1:pos:R:3:forces:R:3:nbo_charge:R:1
C 1.608 -0.514 2.075 1.8903 -0.4521 -0.7334 1.039
C -1.672 -0.007 -1.579 -0.0475 2.2327 -2.1654 0.561
N -0.497 -0.616 -0.960 2.3902 -0.8378 1.8871 0.357
O 0.936 -0.875 2.922 -1.8246 -0.1809 1.3959 -0.514
O 2.454 -0.294 1.316 -0.0863 0.6437 -0.6696 -0.528
O -0.507 -0.798 0.263 -0.4711 0.3614 -1.6668 -0.351
O 0.396 -0.992 -1.710 -0.6824 0.0115 0.2954 -0.356
F -1.130 0.784 -2.528 -1.1990 -1.3578 1.8379 -0.299
Br -1.587 3.311 0.200 0.0304 -0.4206 -0.1811 -0.909
```
Positions in Å, forces in eV/Å.


# 6
Formula: C2BrNO2
Source: OMol25
Level of theory: the ωB97M-V functional and the def2-TZVPD basis

Electronic energy = -2855.3355 a.u.
ΔE to the lowest compared entry with this formula, charge and spin = 47.9 kcal per mole
LUMO (alpha / beta) = -0.4 / -3.0 eV
Largest force on an atom = 1.6 eV/Å
HOMO level (alpha / beta) = -10.0 / -7.0 eV
Gap between HOMO and LUMO (alpha / beta) = 9.566 / 3.974 eV

XYZ file:
```
6
Properties=species:S:1:pos:R:3:forces:R:3:nbo_charge:R:1
C -0.352 -0.310 -0.028 0.9844 1.1440 0.0504 0.822
C 1.951 0.463 -0.009 -0.4564 0.8350 -0.0448 0.813
N 0.871 -0.122 -0.068 -0.3410 -1.0996 -0.0689 -0.594
O -1.410 -0.752 0.040 -1.2894 -0.9314 0.0145 -0.388
O 3.088 0.665 0.057 0.9563 -0.0316 0.0540 -0.421
Br -4.149 0.056 0.008 0.1461 0.0835 -0.0053 -0.232
```
Positions in Å, forces in eV/Å.


> What is the formula in the first record?

C2Br6